# 1
C29H27N9S3Zr | wB97M-V/def2-TZVPD

For the HOMO-LUMO gap, the calculation gives 0.2537 Ha. The energy above the lowest of the compared OMol25 structures with the same formula, charge and spin is 0.000 eV.

Structure (ORCA input):
```
! RIJCOSX wB97M-V def2-TZVPD def2/J DEFGRID3
* xyz 0 1
Zr 0.632 0.897 0.239
C -1.357 3.451 1.373
N -0.502 2.417 2.007
C 0.473 3.123 2.857
C -1.381 1.598 2.891
C -2.303 0.745 2.078
C -3.620 1.131 1.856
C -4.451 0.393 1.030
C -3.961 -0.748 0.410
C -2.656 -1.151 0.627
C -1.821 -0.417 1.467
H -1.949 3.951 2.148
H -2.019 2.995 0.642
H -0.730 4.179 0.871
H -0.045 3.800 3.545
H 1.147 3.707 2.230
H 1.053 2.410 3.436
H -1.948 2.275 3.541
H -0.738 0.979 3.516
H -3.992 2.032 2.331
H -5.471 0.712 0.860
H -4.592 -1.329 -0.250
H -2.281 -2.036 0.135
S -0.145 -0.978 1.787
C 0.714 -2.250 -0.928
N -0.146 -3.124 -0.997
N -0.500 -3.870 0.114
C -1.728 -4.539 0.044
C -2.298 -4.992 1.233
C -3.497 -5.683 1.208
C -4.145 -5.928 0.004
C -3.574 -5.468 -1.173
C -2.371 -4.775 -1.167
N 1.743 -1.596 -1.055
N 1.862 -0.180 -1.054
C 2.839 0.140 -2.050
C 3.174 -0.776 -3.054
C 4.119 -0.461 -4.017
C 4.755 0.771 -4.027
C 4.411 1.697 -3.057
C 3.469 1.387 -2.087
H -0.297 -3.421 0.997
H -1.799 -4.797 2.176
H -3.929 -6.027 2.139
H -5.083 -6.466 -0.015
H -4.070 -5.646 -2.119
H -1.935 -4.414 -2.087
H 2.694 -1.741 -3.084
H 4.350 -1.197 -4.777
H 5.485 1.011 -4.788
H 4.859 2.683 -3.058
H 3.158 2.177 -1.422
S -1.183 1.149 -1.493
C -0.310 2.592 -1.963
S 0.965 3.163 -0.895
C -0.615 3.276 -3.102
C -1.674 2.840 -3.961
N -2.529 2.498 -4.650
C 0.099 4.460 -3.469
N 0.676 5.414 -3.755
N 3.909 1.346 1.085
C 4.840 1.059 2.004
C 4.183 0.579 3.115
C 2.832 0.596 2.761
N 2.672 1.066 1.523
H 4.051 1.579 0.113
H 5.886 1.203 1.793
H 4.618 0.249 4.041
H 1.972 0.279 3.327
*
```

# 2
C29H28Cl2F5N2O2SeTi | wB97M-V/def2-TZVPD

For the HOMO-LUMO gap (spin up / spin down), the calculation gives 0.2420 / 0.2539 Ha. The expectation value of S² is 0.76. The energy above the lowest of the compared OMol25 structures with the same formula, charge and spin is 0.372 eV.

Structure (ORCA input):
```
! RIJCOSX wB97M-V def2-TZVPD def2/J DEFGRID3
* xyz 2 2
Ti -0.174 -0.520 0.986
C -0.520 -4.230 -3.640
C -1.088 -3.555 -2.387
C -2.597 -3.347 -2.520
C -0.344 -2.265 -2.117
C 0.535 -2.147 -1.048
C 1.293 -0.974 -0.857
C 1.196 0.107 -1.742
C 2.066 1.320 -1.593
C 0.314 -0.024 -2.816
C -0.428 -1.177 -2.996
H -1.004 -5.193 -3.799
H 0.553 -4.397 -3.552
H -0.698 -3.617 -4.526
H -0.907 -4.218 -1.535
H -2.837 -2.671 -3.344
H -3.042 -2.948 -1.605
H -3.087 -4.297 -2.730
H 0.703 -2.991 -0.385
H 2.079 -0.972 -0.103
H 2.898 1.263 -2.298
H 2.492 1.395 -0.592
H 1.517 2.234 -1.821
H 0.228 0.783 -3.534
H -1.080 -1.247 -3.859
O 0.829 6.322 0.968
C 1.419 5.557 1.987
C 1.002 4.127 1.814
C 1.458 3.141 2.685
C 1.065 1.838 2.487
N 0.257 1.473 1.476
C -0.234 2.434 0.657
C 0.129 3.756 0.796
C -1.232 1.964 -0.335
C -1.823 2.798 -1.261
C -2.818 2.298 -2.097
C -3.489 3.179 -3.109
O -2.862 4.436 -3.095
C -3.184 0.965 -1.954
C -2.530 0.185 -1.024
N -1.561 0.660 -0.232
H 1.068 7.249 1.073
H 1.107 5.886 2.985
H 2.514 5.601 1.955
H 2.112 3.380 3.513
H 1.388 1.047 3.148
H -0.263 4.518 0.141
H -1.544 3.837 -1.349
H -4.553 3.246 -2.851
H -3.421 2.697 -4.091
H -3.314 5.035 -3.698
H -3.966 0.527 -2.561
H -2.784 -0.858 -0.907
Cl -1.980 -2.476 1.192
C -2.469 -1.911 2.827
Cl -2.187 -0.162 2.898
H -1.833 -2.404 3.554
H -3.525 -2.117 2.956
F 6.046 0.229 5.122
C 4.942 -0.223 4.562
C 4.078 -1.041 5.276
F 4.363 -1.374 6.522
C 2.918 -1.502 4.675
F 2.112 -2.285 5.384
C 2.589 -1.165 3.366
Se 1.018 -1.935 2.601
C 3.475 -0.350 2.680
F 3.196 0.026 1.415
C 4.635 0.129 3.255
F 5.444 0.927 2.570
*
```